ORCA calculation (wB97M-V/def2-TZVPD) on a 11-piece molecular cluster, C25H54N4O29 overall in a non-equilibrium geometry.

Last column: Mulliken charge in e.
Geometry (Å):
C1 -6.113 4.057 4.131  -0.666
O1 -5.242 4.602 3.155  -0.331
C2 -4.635 3.699 2.387  0.723
O2 -4.968 2.551 2.256  -0.544
O3 -3.626 4.297 1.767  -0.355
C3 -2.807 3.431 0.978  -0.451
H1 -7.071 3.725 3.726  0.280
H2 -6.329 4.825 4.872  0.241
H3 -5.670 3.212 4.662  0.317
H4 -2.106 4.074 0.455  0.252
H5 -3.388 2.854 0.258  0.247
H6 -2.273 2.722 1.611  0.256
C4 -5.957 -5.564 5.222  -0.819
O4 -4.969 -5.074 4.317  -0.219
C5 -4.124 -4.170 4.815  0.652
O5 -3.969 -3.913 5.977  -0.578
O6 -3.456 -3.631 3.800  -0.139
C6 -2.505 -2.623 4.138  -0.908
H7 -5.581 -6.462 5.711  0.317
H8 -6.850 -5.797 4.650  0.228
H9 -6.202 -4.818 5.975  0.386
H10 -2.450 -1.947 3.285  0.239
H11 -1.511 -3.045 4.290  0.320
H12 -2.786 -2.031 5.005  0.511
C7 5.044 1.897 2.011  -0.311
O7 4.007 1.433 2.873  -0.394
C8 3.417 0.292 2.552  0.844
O8 3.639 -0.409 1.596  -0.513
O9 2.463 0.067 3.460  -0.384
C9 1.713 -1.140 3.316  0.154
H13 5.673 1.084 1.654  0.320
H14 5.640 2.605 2.582  0.267
H15 4.645 2.432 1.156  -0.086
H16 2.288 -1.972 3.729  0.372
H17 1.483 -1.329 2.272  -0.471
H18 0.785 -1.023 3.864  0.191
C10 -1.809 -3.938 0.522  -0.579
O10 -3.227 -4.119 0.501  -0.281
C11 -3.647 -5.346 0.785  0.841
O11 -2.944 -6.292 1.003  -0.608
O12 -4.984 -5.339 0.811  -0.334
C12 -5.609 -6.604 0.916  -0.657
H19 -1.248 -4.613 -0.119  0.320
H20 -1.459 -4.028 1.551  0.265
H21 -1.644 -2.904 0.228  0.193
H22 -4.970 -7.416 0.570  0.358
H23 -6.495 -6.587 0.286  0.257
H24 -5.854 -6.804 1.959  0.170
C13 1.149 0.920 -3.525  -0.477
O13 1.519 1.364 -4.850  -0.435
C14 0.561 1.998 -5.516  0.759
O14 -0.514 2.328 -5.073  -0.565
O15 0.982 2.237 -6.752  -0.373
C15 0.335 3.284 -7.445  -0.682
H25 0.773 1.813 -3.036  0.287
H26 2.056 0.584 -3.036  0.237
H27 0.446 0.092 -3.555  0.359
H28 0.579 3.209 -8.498  0.248
H29 0.603 4.250 -7.023  0.296
H30 -0.754 3.174 -7.372  0.300
C16 -0.211 -3.316 -2.849  0.024
O16 0.760 -3.774 -3.787  -0.394
C17 2.027 -3.609 -3.439  0.789
O17 2.408 -3.055 -2.440  -0.478
O18 2.792 -4.155 -4.382  -0.380
C18 4.164 -4.308 -4.074  -0.640
H31 -1.144 -3.815 -3.082  0.282
H32 -0.298 -2.234 -2.916  0.018
H33 0.079 -3.599 -1.836  -0.073
H34 4.730 -4.214 -4.995  0.271
H35 4.351 -5.284 -3.616  0.276
H36 4.521 -3.574 -3.349  0.260
C19 5.530 6.868 0.033  -0.741
O19 4.855 5.880 0.795  -0.317
C20 3.595 5.607 0.435  0.800
O20 2.952 6.178 -0.399  -0.571
O21 3.191 4.566 1.160  -0.235
C21 1.846 4.188 0.972  -0.603
H37 6.537 6.519 -0.168  0.262
H38 5.529 7.822 0.565  0.282
H39 5.031 7.094 -0.911  0.347
H40 1.594 3.736 0.011  0.130
H41 1.133 5.001 1.138  0.437
H42 1.560 3.444 1.713  0.216
C22 -2.773 3.741 -2.794  -0.979
N1 -1.867 2.761 -2.137  0.884
O22 -0.751 3.135 -1.864  -0.343
O23 -2.359 1.683 -1.856  -0.545
H43 -2.739 4.658 -2.216  0.320
H44 -3.763 3.309 -2.852  0.344
H45 -2.375 3.888 -3.796  0.283
C23 3.550 -3.502 0.831  -0.682
N2 2.071 -3.564 0.758  0.704
O24 1.501 -2.641 0.217  -0.063
O25 1.510 -4.499 1.297  -0.578
H46 3.914 -4.501 1.029  0.361
H47 3.819 -2.754 1.571  0.181
H48 3.882 -3.104 -0.126  0.171
C24 0.139 0.096 -0.276  0.380
N3 -0.193 0.308 1.162  0.964
O26 0.212 1.316 1.707  -0.500
O27 -0.893 -0.526 1.699  -0.421
H49 1.211 0.234 -0.381  0.211
H50 -0.472 0.779 -0.853  -0.417
H51 -0.152 -0.931 -0.467  -0.159
C25 4.147 2.884 -3.007  -0.825
N4 4.131 2.211 -1.686  0.762
O28 5.188 1.916 -1.172  -0.549
O29 3.040 1.914 -1.243  -0.194
H52 3.812 2.146 -3.734  0.271
H53 5.159 3.176 -3.262  0.323
H54 3.465 3.727 -2.966  0.286

Values from the calculation:
* LUMO energy: -0.001 hartree
* gap between HOMO and LUMO: 10.3142 eV
* net charge: 0
* SMILES string: C[N+](=O)[O-].C[N+](=O)[O-].C[N+](=O)[O-].C[N+](=O)[O-].COC(=O)OC.COC(=O)OC.COC(=O)OC.COC(=O)OC.COC(=O)OC.COC(=O)OC.COC(=O)OC
* energy relative to the best compared isomer or geometry (same formula, charge and spin): 0.0000 eV

ORCA calculation (wB97M-V/def2-TZVPD) on a 2-piece molecular cluster, CHN3S overall in a non-equilibrium geometry.

Last column: Löwdin spin population.
Geometry (Å):
C1 2.388 -0.822 0.100  0.300
N1 2.035 -1.900 0.026  0.483
N2 -0.218 -2.037 -0.287  0.018
N3 -0.769 -1.250 0.254  0.025
S1 2.674 0.845 -0.063  1.012
H1 3.920 0.996 0.351  0.163

Values from the calculation:
* LUMO energy (spin up / spin down): 0.009 / -0.158 hartree
* gap between HOMO and LUMO (spin up / spin down): 5.4959 / 7.3640 eV
* net charge: 0
* ⟨S²⟩: 2.02
* energy relative to the best compared isomer or geometry (same formula, charge and spin): 0.2670 eV
* 2S+1: 3

ORCA calculation (wB97M-V/def2-TZVPD) on C2H2N2O as an isolated structure in a non-equilibrium geometry.

Last column: natural (NBO) charge in e.
Geometry (Å):
C1 -1.772 -0.225 -0.180  0.609
C2 -0.304 0.138 -0.075  -0.391
N1 -2.112 1.148 -0.150  -0.172
N2 -0.954 1.444 0.215  -0.030
O1 -2.389 -1.184 0.155  -0.475
H1 0.230 -0.356 0.658  0.223
H2 0.248 0.330 -1.064  0.236

Values from the calculation:
* LUMO energy: -0.021 hartree
* gap between HOMO and LUMO: 9.9643 eV
* net charge: 0
* energy relative to the best compared isomer or geometry (same formula, charge and spin): 2.7374 eV

ORCA calculation (wB97M-V/def2-TZVPD) on an isolated ion of composition C11H19N2O and charge +1 in a non-equilibrium geometry.

Last column: natural (NBO) charge in e.
Geometry (Å):
C1 0.901 2.380 0.096  -0.215
C2 1.491 1.303 -0.252  0.297
C3 1.740 -0.426 1.545  0.829
C4 0.418 3.062 -1.140  -0.420
C5 1.681 1.022 -1.683  -0.474
C6 0.904 2.228 -2.260  -0.381
C7 -0.046 -1.442 0.056  0.172
C8 0.588 -1.834 -1.011  -0.391
C9 -2.146 -2.656 0.698  -0.604
C10 -1.959 -0.063 0.769  -0.617
C11 -1.609 -1.361 0.081  -0.263
N1 0.669 -1.124 1.293  -0.575
N2 2.351 -0.394 2.679  -0.734
O1 2.232 0.397 0.588  -0.494
H1 -0.739 3.030 -1.111  0.213
H2 0.744 4.056 -1.340  0.233
H3 2.647 1.252 -2.092  0.236
H4 1.380 0.111 -2.009  0.218
H5 -0.048 1.795 -2.778  0.217
H6 1.548 2.883 -2.853  0.225
H7 0.937 2.897 1.041  0.239
H8 -0.025 -2.270 -1.812  0.227
H9 1.598 -1.824 -1.354  0.229
H10 -3.034 -3.030 0.323  0.236
H11 -2.253 -2.498 1.907  0.198
H12 -1.409 -3.532 0.598  0.219
H13 -3.027 0.044 1.109  0.240
H14 -1.800 0.733 0.002  0.221
H15 -1.375 0.155 1.648  0.202
H16 -1.852 -1.270 -0.978  0.233
H17 0.335 -1.688 2.055  0.417
H18 2.222 -1.038 3.411  0.424
H19 3.136 0.233 2.759  0.444

Values from the calculation:
* LUMO energy: -0.105 hartree
* gap between HOMO and LUMO: 9.9082 eV
* net charge: +1
* SMILES string: C=C(NC(=[NH2+])OC1=CCCC1)C(C)C
* energy relative to the best compared isomer or geometry (same formula, charge and spin): 3.6345 eV

ORCA calculation (wB97M-V/def2-TZVPD) on a 3-piece molecular cluster, C3H10O3 overall in a non-equilibrium geometry.

Last column: natural (NBO) charge in e.
Geometry (Å):
C1 0.439 0.078 1.282  -0.110
O1 0.135 1.454 0.956  -0.756
C2 0.881 -0.773 0.094  -0.235
C3 1.351 -1.989 0.438  -0.370
H1 -0.721 -0.050 1.371  0.208
H2 1.098 -0.081 2.174  0.195
H3 0.903 1.926 0.522  0.457
H4 0.631 -0.359 -0.868  0.218
H5 1.304 -2.947 -0.038  0.212
H6 1.673 -2.190 1.489  0.183
H7 -1.475 -0.173 -0.432  0.457
H8 -2.615 0.041 -1.310  0.475
O2 -2.084 -0.723 -0.939  -0.931
H9 -0.500 1.894 -0.854  0.442
H10 -0.162 1.985 -2.306  0.471
O3 -0.857 1.906 -1.579  -0.916

Values from the calculation:
* LUMO energy: 0.017 hartree
* gap between HOMO and LUMO: 10.2338 eV
* net charge: 0
* SMILES string: C=CCO.O.O
* energy relative to the best compared isomer or geometry (same formula, charge and spin): 3.1360 eV

ORCA calculation (wB97M-V/def2-TZVPD) on an isolated ion of composition C17H21BrN2O5PS2 and charge +1 in a non-equilibrium geometry.

Last column: natural (NBO) charge in e.
Geometry (Å):
N1 -2.182 0.438 6.096  -0.834
C1 -0.841 0.876 5.470  0.054
O1 -1.047 1.103 4.032  -0.511
C2 0.134 0.751 3.230  0.731
O2 1.406 0.688 3.701  -0.530
C3 -0.055 0.463 1.625  0.009
C4 0.655 1.510 0.582  -0.185
C5 0.480 1.312 -1.068  0.305
C6 1.196 2.454 -2.002  -0.124
O3 2.443 2.030 -2.659  -0.527
C7 3.022 0.827 -2.042  0.235
C8 3.806 0.774 -0.584  -0.264
C9 4.445 -0.654 -0.049  -0.211
C10 4.313 -2.010 -0.987  -0.210
C11 3.523 -2.011 -2.433  -0.221
C12 2.900 -0.578 -2.941  -0.274
N2 -0.326 0.114 -1.605  -0.405
C13 -0.473 -0.106 -3.094  -0.270
C14 -1.959 0.219 -3.704  -0.439
C15 -2.863 1.265 -2.825  -0.545
S1 -4.384 0.320 -2.232  -0.062
C16 -1.012 -0.899 -0.664  0.246
Br1 -2.124 -2.455 -1.376  0.246
C17 -0.902 -0.794 1.001  -0.422
P1 -1.746 -2.123 2.078  1.672
O4 -3.477 -2.056 1.683  -0.905
O5 -1.645 -1.867 3.796  -0.955
S2 -1.023 -3.945 1.766  -0.460
H1 -2.987 0.762 5.517  0.377
H2 -2.143 -0.617 6.153  0.372
H3 -0.586 1.914 6.002  0.212
H4 -0.082 0.026 5.738  0.206
H5 1.267 2.444 0.992  0.292
H6 0.425 2.713 -2.868  0.230
H7 1.303 3.422 -1.335  0.239
H8 3.886 1.764 0.035  0.242
H9 4.981 -0.631 1.008  0.262
H10 4.807 -3.016 -0.598  0.254
H11 3.415 -2.963 -3.126  0.260
H12 2.345 -0.592 -3.994  0.235
H13 0.305 0.479 -3.758  0.267
H14 -0.264 -1.261 -3.313  0.265
H15 -2.507 -0.816 -3.936  0.242
H16 -1.803 0.725 -4.771  0.245
H17 -3.273 2.091 -3.576  0.246
H18 -2.288 1.838 -1.981  0.234
H19 -4.580 -0.736 -3.166  0.152
H20 -3.777 -1.164 2.056  0.499
H21 -0.707 -2.028 4.125  0.525

Values from the calculation:
* LUMO energy: -0.198 hartree
* gap between HOMO and LUMO: 5.9404 eV
* net charge: +1
* SMILES string: NCOC(=O)c1cc(COc2ccccc2)[n+](CCCS)c(Br)c1P(O)(O)=S
* energy relative to the best compared isomer or geometry (same formula, charge and spin): 10.4921 eV

ORCA calculation (wB97M-V/def2-TZVPD) on C37H45N4O7S4Tl as an isolated structure.

Last column: Mulliken charge in e.
Geometry (Å):
Tl1 0.385 0.050 -0.805  1.012
C1 -2.941 1.885 -3.631  -0.617
O1 -1.844 2.569 -4.206  -0.422
C2 -0.897 3.178 -3.415  -0.016
C3 -0.308 4.284 -4.000  -0.573
C4 0.698 4.999 -3.362  -0.870
C5 1.109 4.586 -2.117  -0.907
C6 0.555 3.452 -1.511  0.588
C7 1.096 3.109 -0.209  -1.055
N1 0.912 1.988 0.372  0.907
N2 1.408 1.819 1.645  -1.196
C8 1.143 0.612 2.074  0.127
O2 0.567 -0.331 1.403  -0.293
C9 1.540 0.282 3.469  0.408
C10 0.774 -0.627 4.193  0.308
C11 1.143 -0.959 5.488  -0.972
C12 2.278 -0.397 6.057  -0.424
C13 3.037 0.515 5.335  -0.761
C14 2.665 0.862 4.045  -0.519
C15 -0.475 2.704 -2.146  0.774
O3 -1.025 1.624 -1.616  0.426
H1 -3.680 1.803 -4.428  0.274
H2 -2.665 0.892 -3.279  0.162
H3 -3.372 2.448 -2.799  0.421
H4 -0.667 4.577 -4.979  0.460
H5 1.141 5.863 -3.839  0.402
H6 1.886 5.126 -1.588  0.413
H7 1.688 3.865 0.309  0.363
H8 -0.122 -1.039 3.742  0.252
H9 0.538 -1.654 6.058  0.431
H10 2.567 -0.663 7.066  0.419
H11 3.919 0.958 5.779  0.407
H12 3.240 1.575 3.470  0.458
C16 2.111 -3.710 -3.330  -1.306
N3 1.227 -2.986 -2.442  0.368
C17 -0.056 -2.795 -2.671  0.229
S1 -1.057 -1.970 -1.518  -0.307
N4 -0.609 -3.298 -3.778  -0.115
C18 -2.004 -3.129 -4.155  -0.941
H13 3.117 -3.640 -2.927  0.314
H14 2.118 -3.272 -4.331  0.396
H15 1.828 -4.764 -3.395  0.418
H16 1.628 -2.596 -1.579  0.108
H17 0.015 -3.648 -4.488  0.280
H18 -2.650 -3.355 -3.311  0.394
H19 -2.219 -3.826 -4.962  0.380
H20 -2.203 -2.113 -4.491  0.207
O4 -1.210 -0.174 -8.313  -0.512
C19 -0.234 -0.982 -7.836  0.436
O5 0.096 -1.954 -8.458  -0.588
C20 0.354 -0.607 -6.520  0.762
C21 1.667 -0.983 -6.245  -0.868
C22 2.236 -0.697 -5.019  -0.886
C23 1.495 -0.061 -4.014  0.861
S2 2.276 0.274 -2.474  -0.295
C24 0.181 0.316 -4.298  0.299
C25 -0.373 0.063 -5.540  -0.885
H21 -1.269 0.624 -7.774  0.380
H22 2.232 -1.499 -7.011  0.447
H23 3.264 -0.973 -4.818  0.548
H24 -0.406 0.819 -3.543  -0.665
H25 -1.397 0.374 -5.719  0.544
C26 4.669 -3.551 2.745  -1.138
C27 4.047 -3.440 1.360  -0.454
S3 2.707 -2.230 1.342  0.446
O6 2.362 -2.052 -0.120  -0.957
C28 1.399 -3.233 2.087  0.286
C29 0.867 -4.324 1.172  -1.088
H26 5.517 -4.234 2.719  0.393
H27 3.961 -3.934 3.480  0.281
H28 5.022 -2.581 3.095  0.305
H29 3.679 -4.395 0.983  0.258
H30 4.756 -3.038 0.635  0.463
H31 0.621 -2.512 2.335  -0.466
H32 1.808 -3.624 3.020  0.648
H33 0.264 -3.891 0.378  0.073
H34 0.235 -5.003 1.745  0.431
H35 1.664 -4.916 0.717  0.280
C30 -7.897 -0.713 -1.107  -1.565
C31 -6.519 -0.563 -0.522  0.984
C32 -5.514 0.106 -1.216  -0.634
C33 -4.243 0.235 -0.677  0.028
C34 -3.980 -0.297 0.574  -0.426
C35 -4.956 -0.976 1.282  -0.738
C36 -6.221 -1.102 0.728  -0.645
S4 -2.325 -0.164 1.232  1.660
C37 -2.356 1.585 1.625  -0.890
O7 -2.309 -0.905 2.523  -0.827
H36 -7.976 -0.207 -2.068  0.332
H37 -8.652 -0.292 -0.441  0.356
H38 -8.146 -1.765 -1.258  0.347
H39 -5.728 0.528 -2.192  0.361
H40 -3.454 0.745 -1.216  -0.343
H41 -4.708 -1.396 2.249  0.536
H42 -6.993 -1.630 1.276  0.383
H43 -3.166 1.771 2.329  0.520
H44 -2.473 2.144 0.697  0.192
H45 -1.388 1.819 2.068  0.211

Values from the calculation:
* LUMO energy: -0.009 hartree
* gap between HOMO and LUMO: 7.2169 eV
* net charge: 0
* energy relative to the best compared isomer or geometry (same formula, charge and spin): 0.0000 eV